ORCA calculation (the ωB97M-V functional and the def2-TZVPD basis) on a cluster of 17 separate species, C52H147N9O17 in total at a distorted geometry.

Results
- molecular weight (g/mol) = 1170.794
- relative energy (zero: lowest compared OMol25 entry of this formula, charge and spin) (kJ/mol) = 0.0
- highest occupied orbital energy (Eh) = -0.31703
- E_tot (Eh) = -3841.02480

Cartesian coordinates (Å):
C: -0.368 3.494 2.463
C: 0.106 4.831 2.885
C: 1.534 5.283 2.545
O: -0.820 5.801 2.340
H: 0.354 2.728 2.707
H: -0.412 3.514 1.358
H: -1.382 3.337 2.851
H: -0.002 4.837 3.978
H: 2.292 4.564 2.768
H: 1.838 6.141 3.152
H: 1.660 5.574 1.474
H: -0.536 6.609 2.755
C: -2.376 0.141 -3.246
C: -2.584 -1.144 -2.535
C: -3.136 -0.939 -1.121
O: -3.589 -1.847 -3.215
H: -3.334 0.707 -3.170
H: -2.137 0.196 -4.298
H: -1.588 0.741 -2.868
H: -1.682 -1.775 -2.527
H: -4.137 -0.528 -1.315
H: -2.588 -0.230 -0.439
H: -3.203 -1.895 -0.587
H: -4.060 -2.471 -2.653
C: 0.365 3.917 -5.380
C: 1.214 4.641 -4.311
C: 2.681 4.932 -4.769
O: 0.638 5.876 -4.100
H: 0.866 2.990 -5.710
H: 0.372 4.477 -6.337
H: -0.688 3.694 -5.108
H: 1.121 3.961 -3.471
H: 3.265 5.458 -3.988
H: 2.586 5.489 -5.702
H: 3.165 3.991 -4.921
H: -0.011 5.776 -3.406
C: 2.849 1.902 0.411
C: 2.363 2.540 -0.880
C: 2.705 1.717 -2.096
O: 0.965 2.784 -0.825
H: 2.526 2.552 1.188
H: 3.919 1.700 0.460
H: 2.309 0.977 0.598
H: 2.847 3.532 -1.054
H: 2.334 2.179 -3.003
H: 2.454 0.631 -2.117
H: 3.771 1.784 -2.252
H: 0.528 2.013 -0.376
C: 0.520 -3.892 -8.852
C: 0.118 -2.466 -8.640
C: -0.894 -2.356 -7.485
O: -0.354 -2.797 -6.243
C: -1.393 -3.118 -5.340
N: 1.236 -1.578 -8.645
H: 1.030 -3.866 -9.841
H: -0.366 -4.564 -8.905
H: 1.191 -4.386 -8.157
H: -0.475 -2.269 -9.569
H: -1.729 -2.960 -7.876
H: -1.299 -1.301 -7.405
H: -2.066 -3.866 -5.787
H: -1.992 -2.223 -5.069
H: -1.043 -3.611 -4.431
H: 0.959 -0.601 -8.769
H: 1.744 -1.655 -7.775
C: 4.101 -0.853 -4.762
C: 2.766 -1.584 -5.058
C: 2.703 -2.962 -4.477
O: 3.065 -2.979 -3.123
C: 2.196 -2.314 -2.186
N: 1.612 -0.762 -4.675
H: 3.920 0.164 -5.060
H: 4.984 -1.313 -5.246
H: 4.351 -0.848 -3.706
H: 2.764 -1.838 -6.147
H: 3.420 -3.615 -5.020
H: 1.670 -3.358 -4.630
H: 1.168 -2.310 -2.612
H: 2.528 -1.323 -1.845
H: 2.135 -2.925 -1.292
H: 0.765 -1.017 -5.172
H: 1.789 0.210 -4.874
C: -2.822 -5.674 -2.743
C: -2.169 -5.673 -1.362
C: -1.288 -4.414 -1.148
O: -0.109 -4.422 -1.949
C: 0.808 -5.502 -1.756
N: -3.287 -5.694 -0.368
H: -3.540 -4.863 -2.987
H: -3.255 -6.636 -2.965
H: -1.991 -5.488 -3.453
H: -1.465 -6.519 -1.326
H: -1.068 -4.283 -0.046
H: -1.891 -3.524 -1.495
H: 0.379 -6.412 -2.179
H: 1.026 -5.628 -0.687
H: 1.761 -5.131 -2.232
H: -2.852 -5.465 0.515
H: -3.690 -6.647 -0.397
C: 2.662 -4.225 4.001
C: 1.974 -4.625 2.737
C: 0.608 -5.249 3.052
O: -0.034 -5.785 1.924
C: -1.163 -6.501 2.216
N: 1.812 -3.505 1.726
H: 2.325 -3.238 4.382
H: 3.729 -4.342 3.858
H: 2.429 -4.795 4.855
H: 2.525 -5.370 2.192
H: -0.071 -4.463 3.447
H: 0.766 -6.046 3.812
H: -2.005 -5.829 2.452
H: -0.972 -7.231 3.019
H: -1.413 -7.118 1.337
H: 2.720 -3.260 1.323
H: 1.412 -3.985 0.949
C: -2.366 3.526 -0.895
C: -1.952 4.844 -1.643
C: -2.903 6.075 -1.386
O: -4.210 5.776 -1.862
C: -5.210 6.646 -1.349
N: -0.582 5.320 -1.339
H: -2.495 3.840 0.174
H: -1.531 2.833 -1.046
H: -3.338 3.159 -1.307
H: -1.956 4.571 -2.692
H: -2.456 6.998 -1.765
H: -2.971 6.163 -0.298
H: -5.349 6.506 -0.270
H: -6.113 6.247 -1.796
H: -4.982 7.747 -1.453
H: 0.067 4.519 -1.391
H: -0.462 5.610 -0.357
C: -1.828 0.005 4.133
C: -1.037 -1.118 3.556
C: -1.957 -1.898 2.569
O: -2.961 -2.588 3.321
C: -3.946 -3.139 2.473
N: 0.159 -0.613 2.880
H: -1.882 0.957 3.557
H: -1.469 0.293 5.141
H: -2.839 -0.331 4.292
H: -0.879 -1.903 4.369
H: -1.347 -2.599 2.025
H: -2.414 -1.181 1.840
H: -4.519 -2.330 2.033
H: -4.490 -3.845 3.024
H: -3.609 -3.628 1.581
H: 0.575 -0.039 3.601
H: 0.810 -1.352 2.641
C: -4.298 2.461 1.971
C: -4.791 3.956 1.904
C: -6.294 4.108 2.028
O: -6.578 5.521 1.696
C: -7.874 5.858 2.006
N: -4.232 4.827 2.975
H: -3.220 2.356 1.827
H: -4.773 1.869 1.190
H: -4.645 2.076 2.909
H: -4.541 4.438 0.934
H: -6.548 3.848 3.051
H: -6.891 3.489 1.327
H: -8.093 5.737 3.064
H: -8.622 5.217 1.436
H: -8.047 6.887 1.748
H: -3.246 4.918 2.800
H: -4.635 5.728 3.046
C: 0.434 0.427 6.948
C: 0.714 1.637 6.010
C: 1.066 2.833 6.805
O: 1.141 3.958 5.911
C: 1.328 5.150 6.615
N: 1.687 1.274 4.962
H: 1.209 0.253 7.683
H: 0.304 -0.493 6.419
H: -0.420 0.694 7.510
H: -0.195 1.856 5.417
H: 2.037 2.700 7.318
H: 0.283 2.973 7.566
H: 2.251 5.231 7.158
H: 0.494 5.362 7.340
H: 1.363 5.909 5.855
H: 1.846 2.150 4.425
H: 2.572 0.983 5.370
C: 5.920 1.505 2.512
C: 5.360 0.310 3.352
C: 5.286 0.723 4.782
O: 4.562 -0.116 5.667
C: 5.011 -1.509 5.741
N: 4.134 -0.143 2.770
H: 6.933 1.764 2.819
H: 5.280 2.391 2.727
H: 5.930 1.209 1.466
H: 6.134 -0.446 3.252
H: 4.818 1.742 4.901
H: 6.316 0.686 5.251
H: 5.029 -2.031 4.776
H: 4.267 -1.930 6.442
H: 6.070 -1.541 6.193
H: 3.630 0.667 2.490
H: 3.593 -0.711 3.446
C: -5.903 -2.742 -0.790
O: -5.246 -3.597 -1.686
H: -5.328 -2.488 0.080
H: -6.215 -1.871 -1.367
H: -6.797 -3.252 -0.419
H: -4.700 -4.252 -1.211
C: 0.215 -0.694 -0.382
O: -0.305 0.451 0.265
H: -0.549 -1.478 -0.456
H: 0.451 -0.401 -1.407
H: 1.050 -1.177 0.154
H: -0.271 0.325 1.235
C: 5.055 -5.012 0.536
O: 5.097 -4.498 1.874
H: 4.080 -5.368 0.316
H: 5.251 -4.180 -0.180
H: 5.772 -5.782 0.339
H: 5.182 -3.560 1.759
C: 4.903 -1.124 -0.803
O: 4.087 -1.647 0.203
H: 5.784 -0.595 -0.398
H: 5.250 -1.936 -1.460
H: 4.520 -0.408 -1.572
H: 4.031 -1.054 1.018

Atomic partial charges in e from the Mulliken method, atoms 1 to 2: 1.3198 0.4608

ORCA calculation (the ωB97M-V functional and the def2-TZVPD basis) on a cluster of 5 separate species, C14H27N11O8PS in total.

Results
- molecular weight (g/mol) = 540.480
- highest occupied orbital energy (Eh) = -0.41882
- total charge = +1
- E_tot (Eh) = -2493.32579

Cartesian coordinates (Å):
O: 1.671 -0.238 3.415
O: 2.859 0.325 2.880
C: 2.532 1.538 2.195
C: 1.454 1.285 1.197
C: 1.675 0.853 -0.087
C: 0.560 0.644 -0.900
P: 0.804 0.095 -2.647
O: -0.426 -0.907 -2.921
O: 0.417 1.350 -3.529
S: 2.525 -0.657 -2.946
N: -0.686 0.804 -0.518
N: -0.862 1.226 0.733
C: -2.246 1.433 1.157
C: -2.644 0.990 2.408
C: -3.962 1.266 2.744
C: -4.758 1.942 1.818
N: -4.357 2.341 0.613
C: -3.099 2.088 0.281
C: 0.126 1.487 1.569
H: 1.461 -0.985 2.838
H: 3.464 1.812 1.717
H: 2.242 2.314 2.902
H: 2.660 0.671 -0.487
H: -0.835 -1.178 -2.089
H: -0.336 1.149 -4.105
H: -1.985 0.477 3.091
H: -4.356 0.953 3.694
H: -5.779 2.162 2.084
H: -2.739 2.413 -0.682
H: -0.119 1.871 2.548
C: -3.185 -2.336 4.046
O: -3.590 -1.303 4.553
N: -3.107 -3.513 4.721
N: -2.764 -2.360 2.738
H: -2.781 -4.369 4.313
H: -3.411 -3.515 5.677
H: -2.842 -1.493 2.243
H: -2.407 -3.170 2.269
C: 1.071 3.187 6.063
O: 0.409 3.337 5.042
N: 1.326 1.956 6.593
N: 1.611 4.235 6.745
H: 1.877 1.812 7.417
H: 0.941 1.161 6.119
H: 1.435 5.156 6.389
H: 2.159 4.131 7.577
C: -1.470 -2.888 -6.386
O: -2.068 -3.211 -7.390
N: -2.077 -2.221 -5.348
N: -0.138 -3.157 -6.198
H: -1.593 -1.945 -4.518
H: -3.052 -2.010 -5.451
H: 0.338 -3.647 -6.932
H: 0.369 -2.906 -5.370
C: 4.867 -1.365 -7.233
O: 5.224 -1.499 -8.384
N: 5.751 -1.326 -6.186
N: 3.545 -1.241 -6.883
H: 5.475 -1.214 -5.230
H: 6.725 -1.414 -6.407
H: 2.873 -1.264 -7.626
H: 3.229 -1.129 -5.939

Atomic partial charges in e from the Mulliken method, atoms 1 to 2: -0.2605 -0.2641

ORCA calculation (the ωB97M-V functional and the def2-TZVPD basis) on a structure of composition C5H10O5Tl at a distorted geometry.

Results
- molecular weight (g/mol) = 354.513
- relative energy (zero: lowest compared OMol25 entry of this formula, charge and spin) (kJ/mol) = 0.0
- highest occupied orbital energy (spin up / spin down) (Eh) = -0.25371 / -0.34697
- ⟨S²⟩ = 0.753
- E_tot (Eh) = -745.15549
- spin multiplicity = 2

Cartesian coordinates (Å):
C: 0.653 0.617 0.597
C: 1.885 1.451 0.629
O: 3.029 0.618 0.451
C: 4.236 1.203 0.481
O: 4.338 2.442 0.662
O: 5.225 0.453 0.289
O: -0.436 1.291 0.165
Tl: 6.972 2.244 0.557
H: 0.501 -0.182 1.329
H: 1.967 1.949 1.620
H: 1.840 2.228 -0.150
H: -1.157 0.672 -0.111
H: -1.558 -1.835 -0.968
C: -2.503 -2.381 -0.787
C: -3.695 -1.462 -0.905
O: -3.537 -0.390 0.023
H: -2.582 -3.190 -1.524
H: -2.451 -2.818 0.220
H: -4.625 -2.006 -0.678
H: -3.777 -1.063 -1.929
H: -4.326 0.159 0.030

Atomic partial charges in e from the Mulliken method, atoms 1 to 2: -0.3319 -0.1746

ORCA calculation (the ωB97M-V functional and the def2-TZVPD basis) on a cluster of 4 separate species, C2H12NO3 in total at a distorted geometry.

Results
- molecular weight (g/mol) = 98.122
- relative energy (zero: lowest compared OMol25 entry of this formula, charge and spin) (kJ/mol) = 185.7
- highest occupied orbital energy (Eh) = -0.54603
- total charge = +1
- E_tot (Eh) = -363.58012

Cartesian coordinates (Å):
C: -0.095 0.167 -0.889
C: 0.373 -1.864 0.342
N: -0.507 -1.076 -0.148
H: -0.958 0.653 -1.685
H: 0.916 -0.057 -1.414
H: -0.067 0.863 -0.004
H: 1.454 -1.764 0.244
H: 0.088 -2.814 0.913
H: -1.594 -1.203 -0.162
H: 0.634 1.855 2.718
H: 1.059 3.193 1.985
O: 0.513 2.396 1.888
H: -2.792 -1.274 -2.707
H: -3.964 -0.896 -1.751
O: -3.018 -1.119 -1.781
H: 3.438 0.918 0.688
H: 2.041 1.373 1.105
O: 2.482 0.651 0.659

Atomic partial charges in e from the Mulliken method, atoms 1 to 2: -0.5715 -0.0741

ORCA calculation (the ωB97M-V functional and the def2-TZVPD basis) on a structure of composition C26H24N9S2Sn at a distorted geometry.

Results
- molecular weight (g/mol) = 645.386
- relative energy (zero: lowest compared OMol25 entry of this formula, charge and spin) (kJ/mol) = 152.8
- highest occupied orbital energy (Eh) = -0.11620
- total charge = -1
- E_tot (Eh) = -2508.74316

Cartesian coordinates (Å):
Sn: 0.155 -0.001 -0.205
N: -3.129 2.766 -2.689
C: -2.239 2.402 -1.688
S: -2.312 0.717 -1.256
N: -1.550 3.381 -1.173
N: -0.603 3.057 -0.227
C: -0.738 3.620 0.914
C: 0.210 3.394 2.014
C: -0.182 3.721 3.314
C: 0.665 3.421 4.365
C: 1.880 2.811 4.090
C: 2.196 2.553 2.762
N: 1.395 2.842 1.747
H: -3.376 2.012 -3.308
H: -2.910 3.645 -3.132
H: -1.619 4.234 1.122
H: -1.143 4.189 3.484
H: 0.379 3.650 5.383
H: 2.570 2.547 4.878
H: 3.136 2.082 2.496
C: 1.153 -4.700 0.300
C: 1.048 -3.310 0.123
N: 0.094 -2.596 0.677
C: -0.845 -3.217 1.409
C: -0.812 -4.593 1.671
C: 0.230 -5.337 1.087
C: -1.826 -5.184 2.499
C: -2.833 -4.438 3.005
C: -2.931 -3.037 2.705
C: -3.989 -2.227 3.154
C: -4.031 -0.908 2.788
C: -3.012 -0.404 1.963
N: -2.007 -1.135 1.544
C: -1.949 -2.425 1.911
H: 1.952 -5.241 -0.187
H: 1.750 -2.758 -0.493
H: 0.276 -6.407 1.248
H: -1.766 -6.245 2.706
H: -3.599 -4.888 3.625
H: -4.770 -2.663 3.767
H: -4.840 -0.262 3.100
H: -3.030 0.620 1.615
N: 0.678 -0.878 -1.924
C: 0.081 -1.759 -2.736
C: 0.693 -2.145 -3.966
C: 0.117 -3.052 -4.829
C: -1.109 -3.653 -4.545
C: -1.736 -3.301 -3.355
C: -1.168 -2.396 -2.479
H: 1.649 -1.695 -4.208
H: 0.632 -3.300 -5.752
H: -1.558 -4.361 -5.230
H: -2.696 -3.742 -3.104
H: -1.696 -2.127 -1.571
N: 2.972 2.686 -0.827
C: 3.030 1.366 -1.177
N: 2.311 0.994 -2.250
S: 3.936 0.264 -0.295
H: 2.085 3.138 -1.003
H: 3.305 2.853 0.110
H: 1.664 1.681 -2.613
H: 1.903 0.038 -2.211

Atomic partial charges in e from the Mulliken method, atoms 1 to 2: 0.3249 -0.5293

ORCA calculation (the ωB97M-V functional and the def2-TZVPD basis) on a structure of composition C28H27IrN5O2S2.

Results
- molecular weight (g/mol) = 721.908
- relative energy (zero: lowest compared OMol25 entry of this formula, charge and spin) (kJ/mol) = 5.5
- highest occupied orbital energy (Eh) = -0.39228
- total charge = +1
- E_tot (Eh) = -2408.05406

Cartesian coordinates (Å):
Ir: 0.217 -1.037 0.720
C: -3.862 2.146 -0.122
S: -4.225 0.463 0.409
C: -2.658 -0.262 0.541
S: -1.226 0.625 0.069
N: -2.706 -1.487 1.000
N: -1.467 -2.048 1.096
C: -1.346 -3.278 1.447
C: 0.018 -3.787 1.576
C: 0.310 -5.079 1.972
C: 1.639 -5.463 2.087
C: 2.635 -4.546 1.808
C: 2.275 -3.267 1.413
N: 1.003 -2.898 1.293
H: -4.832 2.636 -0.174
H: -3.399 2.160 -1.105
H: -3.234 2.659 0.601
H: -2.219 -3.884 1.657
H: -0.494 -5.768 2.186
H: 1.889 -6.469 2.396
H: 3.680 -4.805 1.893
H: 3.014 -2.510 1.185
C: 0.019 0.034 4.864
C: 1.156 0.820 4.997
C: 1.978 1.029 3.904
C: 1.668 0.449 2.676
C: 0.518 -0.347 2.549
C: -0.306 -0.549 3.646
C: 2.472 0.605 1.464
C: 3.664 1.356 1.372
C: 4.335 1.403 0.190
C: 3.846 0.700 -0.936
C: 4.491 0.714 -2.192
C: 3.967 0.024 -3.248
C: 2.772 -0.709 -3.090
C: 2.124 -0.734 -1.888
C: 2.652 -0.029 -0.788
N: 1.995 -0.049 0.411
H: -0.629 -0.123 5.717
H: 1.395 1.274 5.949
H: 2.858 1.651 4.010
H: -1.211 -1.137 3.561
H: 4.028 1.889 2.237
H: 5.248 1.978 0.098
H: 5.408 1.280 -2.301
H: 4.467 0.033 -4.207
H: 2.363 -1.251 -3.933
H: 1.190 -1.278 -1.781
O: 0.653 4.341 -1.843
C: 0.769 3.057 -2.154
O: 1.024 2.204 -1.341
C: 0.523 2.738 -3.624
N: 0.230 3.962 -4.388
C: -1.098 3.809 -5.017
C: -1.328 2.303 -5.095
C: -0.705 1.820 -3.788
H: 1.424 2.242 -3.994
H: 0.939 4.131 -5.087
H: 0.439 4.787 -2.697
H: -1.119 4.311 -5.982
H: -1.855 4.277 -4.383
H: -0.792 1.886 -5.952
H: -2.379 2.035 -5.190
H: -0.427 0.768 -3.785
H: -1.397 1.974 -2.957

Atomic partial charges in e from the Mulliken method, atoms 1 to 2: 0.9089 -0.7217

ORCA calculation (the ωB97M-V functional and the def2-TZVPD basis) on a structure of composition C9H15FeN5O5S at a distorted geometry.

Results
- molecular weight (g/mol) = 361.161
- highest occupied orbital energy (spin up / spin down) (Eh) = -0.45483 / -0.45556
- ⟨S²⟩ = 0.764
- total charge = +1
- E_tot (Eh) = -2663.55044
- spin multiplicity = 2

Cartesian coordinates (Å):
Fe: 0.229 0.371 -0.749
O: 2.245 1.452 -1.075
C: 3.394 1.001 -0.354
C: 3.267 1.210 1.157
N: 2.315 0.338 1.815
C: 1.392 0.941 2.710
C: 0.323 1.876 1.968
O: 0.094 2.947 2.464
O: -0.179 1.351 0.918
C: 2.486 -1.057 1.817
C: 1.261 -1.847 1.089
O: 0.791 -2.771 1.693
O: 0.969 -1.370 -0.050
H: 2.261 2.416 -1.128
H: 3.504 -0.055 -0.599
H: 4.281 1.533 -0.701
H: 4.259 1.065 1.599
H: 2.955 2.238 1.350
H: 0.828 0.174 3.241
H: 1.894 1.597 3.424
H: 3.382 -1.346 1.271
H: 2.508 -1.464 2.828
C: -4.608 -1.815 -0.990
C: -3.836 -0.989 -1.942
N: -4.216 -0.625 -3.120
N: -3.193 0.111 -3.632
C: -2.170 0.217 -2.785
S: -0.715 1.013 -2.973
N: -2.565 -0.484 -1.694
N: -1.755 -0.615 -0.571
H: -5.580 -2.024 -1.427
H: -4.749 -1.292 -0.044
H: -4.096 -2.758 -0.793
H: -3.258 0.501 -4.558
H: -1.499 -1.586 -0.413
H: -2.219 -0.255 0.257

Atomic partial charges in e from the Mulliken method, atoms 1 to 2: 0.6476 -0.3524